Density functional theory data (ωB97M-V with the def2-TZVPD basis set) for a molecular structure, C51H48BaN7O2S.

Computed properties:
- Highest occupied orbital energy: -5.20 eV
- E_tot: -2929.90666 Ha
- Kohn-Sham gap: 6.2 eV
- ΔE to the lowest compared entry with this formula, charge and spin: 0.0 kJ/mol

```
! wB97M-V def2-TZVPD RIJCOSX def2/J DEFGRID3
* xyz -1 1
Ba -0.193 -0.568 0.646
C 4.138 1.642 -1.605
C 3.933 0.529 -0.583
C 5.225 -0.294 -0.486
C 3.523 1.022 0.793
C 3.764 2.334 1.181
C 3.475 2.768 2.466
C 2.984 1.859 3.387
C 2.727 0.532 3.048
C 2.317 -0.407 4.174
C 3.500 -1.296 4.571
C 1.057 -1.239 3.954
C 2.943 0.116 1.717
N 2.402 -1.083 1.229
C 2.987 -2.265 1.162
O 4.098 -2.640 1.573
C 2.085 -3.306 0.499
C 2.446 -4.645 0.460
C 1.576 -5.545 -0.137
C 0.390 -5.090 -0.697
C 0.127 -3.729 -0.654
N 0.954 -2.876 -0.057
C -1.081 -3.148 -1.389
O -1.984 -3.933 -1.692
N -0.976 -1.839 -1.695
C -1.727 -1.426 -2.817
C -2.583 -0.304 -2.780
C -3.311 0.047 -3.915
C -3.183 -0.640 -5.106
C -2.261 -1.671 -5.175
C -1.520 -2.062 -4.070
C -0.448 -3.118 -4.292
C -1.042 -4.455 -4.736
C 0.597 -2.623 -5.297
C -2.775 0.549 -1.540
C -3.978 0.088 -0.713
C -2.867 2.047 -1.850
H 4.268 1.214 -2.601
H 5.038 2.222 -1.382
H 3.297 2.334 -1.638
H 3.138 -0.134 -0.941
H 6.046 0.354 -0.164
H 5.486 -0.710 -1.464
H 5.135 -1.110 0.227
H 4.187 3.032 0.469
H 3.653 3.798 2.752
H 2.795 2.177 4.407
H 2.102 0.246 5.028
H 3.810 -1.927 3.738
H 3.228 -1.936 5.416
H 4.358 -0.687 4.865
H 1.200 -2.023 3.210
H 0.189 -0.637 3.672
H 0.776 -1.729 4.890
H 3.389 -4.937 0.900
H 1.823 -6.599 -0.172
H -0.327 -5.743 -1.173
H -3.997 0.883 -3.862
H -3.768 -0.358 -5.973
H -2.106 -2.182 -6.120
H 0.081 -3.280 -3.356
H -1.522 -4.363 -5.715
H -1.782 -4.795 -4.014
H -0.258 -5.212 -4.821
H 0.154 -2.452 -6.281
H 1.396 -3.360 -5.412
H 1.045 -1.684 -4.965
H -1.898 0.464 -0.906
H -4.896 0.202 -1.296
H -4.067 0.666 0.209
H -3.881 -0.964 -0.439
H -3.803 2.306 -2.348
H -2.043 2.372 -2.491
H -2.828 2.617 -0.918
S 1.589 7.451 -1.464
N 1.497 6.130 -2.392
C 1.127 5.138 -1.604
C 0.943 3.758 -2.012
C 1.099 3.325 -3.330
C 0.949 1.987 -3.612
C 0.672 1.112 -2.561
N 0.510 1.516 -1.311
C 0.610 2.821 -1.030
C 0.317 3.247 0.356
N -0.163 2.321 1.193
C -0.463 2.667 2.434
C -0.290 3.965 2.919
C 0.187 4.930 2.064
C 0.488 4.577 0.748
C 0.931 5.533 -0.249
N 1.155 6.817 -0.041
H 1.341 4.047 -4.099
H 1.048 1.604 -4.618
H 0.551 0.046 -2.735
H -0.881 1.879 3.056
H -0.544 4.194 3.944
H 0.322 5.957 2.380
C -2.209 -0.408 2.708
C -3.243 -0.434 3.370
C -4.456 -0.468 4.132
C -5.705 -0.394 3.501
C -6.878 -0.425 4.237
C -6.839 -0.531 5.621
C -5.608 -0.607 6.261
C -4.433 -0.577 5.528
H -5.734 -0.316 2.422
H -7.832 -0.369 3.726
H -7.757 -0.557 6.195
H -5.563 -0.693 7.340
H -3.473 -0.640 6.025
*
```